DFT (ωB97M-V/def2-TZVPD) results for C4H5FN2S as an isolated structure in a non-equilibrium geometry.

Output
E, eV: -20757.5187
Total charge: 0
Relative energy (zero: lowest compared OMol25 entry of this formula, charge and spin), eV: 4.4715
HOMO energy, eV: -8.78

Cartesian coordinates (Å):
C1 -2.12050 -0.37038 0.14380
C2 0.38482 -0.61549 -0.29208
C3 1.43333 0.17350 -0.23219
C4 0.86424 1.52585 -0.12031
H1 -2.57814 0.60214 0.79333
H2 -2.85590 -0.62698 -0.97452
H3 -1.85090 -1.46631 0.94099
H4 0.36341 -1.71925 -0.51037
H5 2.95077 -1.58416 0.80550
N1 -0.71180 0.18775 -0.32438
N2 -0.54780 1.52175 -0.16543
F1 1.54314 2.70722 0.00754
S1 3.12533 -0.33564 -0.07187